The following is a quantum chemistry calculation of a molecular structure, C28H72As2F30N5O9P2, from the OMol25 dataset.

```
148
Properties=species:S:1:pos:R:3:forces:R:3
C 1.1171 -5.6300 3.0613 -1.1 -0.1 0.8
C 1.3616 -4.8019 1.8352 0.3 1.1 0.6
C 0.4026 -3.5559 1.6870 0.8 -2.1 -2.2
O 0.8263 -2.9420 0.4473 -0.7 -0.2 0.6
C 0.2110 -3.5298 -0.6981 0.6 0.3 -0.6
N 2.7397 -4.2659 1.9549 0.1 0.5 0.4
H 2.8949 -3.0052 2.7340 -0.5 1.1 1.3
H 3.3989 -4.9479 2.3478 -0.4 0.3 -0.5
H 3.0747 -3.9180 1.0676 0.3 -0.4 -0.4
H 0.2146 -6.2195 2.9257 0.0 -0.4 -0.1
H 0.9370 -5.1144 4.0198 0.3 0.4 -0.5
H 1.9618 -6.2708 3.2325 0.3 -0.6 0.0
H 1.3264 -5.4672 0.9560 -0.3 0.4 0.2
H 0.5490 -2.8632 2.4908 -0.1 0.4 0.4
H -0.6449 -3.8546 1.5106 0.3 0.1 0.7
H -0.8798 -3.4742 -0.6310 0.0 0.0 0.1
H 0.5301 -4.5902 -0.8157 -0.2 0.7 -0.1
H 0.5547 -2.9123 -1.5556 -0.3 -0.6 0.4
C 2.0233 -4.0017 -4.8376 -1.6 0.2 -1.2
C 1.8487 -2.5742 -5.4931 0.0 0.6 -0.5
C 0.3637 -2.0373 -5.5435 -0.7 -0.9 1.5
O -0.0553 -1.8126 -4.1246 1.9 0.1 -1.5
C -1.3862 -1.4826 -3.8581 -0.6 0.9 -1.1
N 2.7984 -1.5122 -4.9317 0.4 -2.4 0.2
H 3.7205 -2.0314 -5.0034 -1.0 1.2 -0.1
H 2.7268 0.3444 -5.1886 1.4 1.6 0.3
H 2.6980 -1.5393 -3.9056 -0.3 0.2 -0.4
H 3.0073 -4.2870 -4.6015 1.5 0.4 0.1
H 1.7374 -4.8018 -5.5547 -0.4 0.6 0.2
H 1.4730 -4.1710 -3.9127 -0.3 0.4 -0.1
H 2.1611 -2.6550 -6.5690 -0.3 0.0 0.8
H -0.3049 -2.8421 -5.9791 0.7 0.6 0.5
H 0.1637 -1.1443 -6.1861 0.7 -0.3 0.7
H -1.7039 -0.4178 -4.0601 0.6 -0.9 -0.4
H -1.5137 -1.5270 -2.7781 -0.2 -0.8 0.0
H -1.9963 -2.1460 -4.4948 -0.5 0.2 0.8
C -3.6442 4.4259 4.9003 0.2 -1.0 -0.1
C -2.3024 4.8543 4.2930 -0.3 0.0 -0.3
C -1.3484 5.7733 5.0512 0.2 -0.5 -0.7
O -1.0727 5.1648 6.2769 0.0 -0.4 0.0
C -0.5795 6.0027 7.2885 -0.5 0.3 0.4
N -1.5529 3.6135 3.8770 1.8 -0.1 0.6
H -2.0686 2.7285 3.6970 -0.3 0.7 -0.1
H -0.9787 3.8775 3.0772 0.1 -0.3 -0.9
H -0.8208 3.3696 4.5661 -0.6 0.1 0.1
H -4.4673 4.4441 4.1499 0.6 0.1 0.7
H -3.9243 4.8681 5.8443 0.0 0.8 0.0
H -3.5024 3.3843 5.2085 -0.3 0.0 -0.2
H -2.4439 5.3325 3.3474 -0.4 0.5 -0.6
H -1.7944 6.7410 5.1795 -0.7 0.6 0.2
H -0.4614 5.9959 4.4056 -0.2 -0.5 0.5
H -1.0616 5.7395 8.2252 0.0 -0.3 0.1
H -0.8410 7.0463 7.1271 0.1 0.2 -0.3
H 0.4805 5.9019 7.4113 0.7 0.0 -0.1
C -6.2519 0.8862 -0.5219 1.6 -0.6 -0.4
C -6.0364 -0.5697 -0.0230 -0.2 0.2 -1.1
C -7.1907 -1.3907 -0.6345 -0.4 0.2 -1.3
O -6.9597 -2.7517 -0.8275 1.0 -1.5 0.3
C -6.6357 -3.2621 -2.1430 -0.3 0.5 0.3
N -4.6962 -1.1206 -0.5737 -0.2 3.6 0.6
H -4.5571 -2.1038 -0.4204 -0.2 -0.5 -0.3
H -4.6633 -0.7388 -1.5766 0.5 -1.0 0.7
H -3.9688 -0.5939 0.0105 -0.8 -1.0 -1.0
H -7.1319 1.2802 -0.0360 -0.2 0.2 0.0
H -6.3428 0.8839 -1.6213 -0.3 0.1 0.4
H -5.3643 1.5117 -0.3105 -0.6 -0.2 0.2
H -5.9618 -0.5505 1.0560 0.0 -0.5 0.2
H -7.4110 -0.9470 -1.6297 0.0 -0.1 0.6
H -8.1115 -1.3316 -0.0465 0.3 0.4 0.3
H -6.8616 -4.3081 -2.1785 -0.7 -0.6 0.4
H -5.5915 -3.2591 -2.4393 0.3 0.7 0.5
H -7.2008 -2.7137 -2.8884 0.0 -0.2 -0.1
C 3.0923 1.5832 0.9068 -0.6 0.1 -0.8
C 1.9375 0.5912 0.6911 -0.8 0.2 -0.2
C 1.0727 0.9202 -0.5553 0.0 0.3 -0.4
O -0.2658 0.3942 -0.3991 1.9 0.4 1.2
C -1.1288 0.8925 -1.3641 -0.8 -0.5 -1.0
N 2.3570 -0.8548 0.5650 1.0 1.9 3.1
H 1.5885 -1.5151 0.6457 -0.7 -0.4 0.1
H 2.7137 -1.0214 -0.3315 1.2 -0.4 -1.8
H 3.0755 -1.0472 1.3179 -0.9 -0.1 -1.1
H 2.5488 2.5212 1.0815 0.4 -0.1 0.5
H 3.6311 1.7880 -0.0129 0.3 -0.3 -0.3
H 3.8233 1.3337 1.6920 -0.6 0.0 -0.1
H 1.2972 0.7028 1.5788 0.0 -0.5 -0.3
H 1.5147 0.4378 -1.4909 -0.2 0.7 0.9
H 1.0587 2.0422 -0.6850 -0.1 -1.2 0.1
H -1.2849 2.0063 -1.3365 0.1 -1.0 0.1
H -2.0611 0.2850 -1.2303 0.4 1.0 -0.1
H -0.7299 0.5658 -2.3398 -0.2 0.6 -0.1
As -5.2409 -0.5701 -4.5638 -0.2 1.0 0.9
F -5.7817 1.0273 -4.7770 -0.4 0.6 -0.7
F -4.3680 0.1066 -3.1067 -0.7 -0.5 0.6
F -4.7737 -2.0887 -3.9598 0.9 -1.1 -0.3
F -5.9002 -1.2305 -6.0173 -0.1 0.2 0.4
F -3.7727 -0.2478 -5.3221 0.9 -0.1 -1.1
F -6.7032 -0.8466 -3.6578 -0.3 0.4 -0.1
As -2.8917 0.1155 2.6937 -0.4 -1.8 -0.5
F -1.5338 1.0402 2.1044 -0.5 -0.3 0.3
F -1.8452 -0.7766 3.7085 0.3 0.4 0.9
F -4.2839 -0.7387 3.3454 0.4 0.5 -0.1
F -3.9147 0.8373 1.5002 -0.1 0.4 -0.2
F -2.7057 -1.2553 1.5984 0.1 0.5 -0.6
F -3.2475 1.4104 3.8156 0.3 0.1 0.2
C 2.7982 -2.2505 4.7031 0.2 0.3 -1.0
O 2.5891 -1.0415 5.3521 -0.4 2.2 -0.3
O 2.8480 -2.0238 3.3286 0.3 -2.1 -0.6
C 4.1571 -2.8769 5.2466 -2.6 3.6 -0.1
F 4.0796 -2.9210 6.5545 0.1 -0.4 1.9
F 4.2586 -4.1020 4.8232 1.3 -1.3 -1.1
F 5.1755 -2.0246 4.9852 0.2 -1.3 -0.7
C 1.9700 0.0774 4.5935 -0.3 0.6 0.3
C 1.3012 1.0295 5.6086 -0.3 -1.3 1.1
H 0.8704 0.2074 6.2435 -0.1 1.4 0.2
H 1.9883 1.6706 6.2101 -0.4 -0.6 -0.5
H 0.4627 1.6700 5.2198 0.9 -0.8 0.0
H 1.1337 -0.2313 3.9542 0.5 -0.5 0.0
H 2.6633 0.6767 4.0006 0.5 -0.7 -0.1
H 1.9640 -2.9024 5.0456 0.4 -0.4 -0.5
C 3.7811 2.1878 -5.4098 0.7 0.0 -1.2
O 3.7447 3.3060 -4.6057 1.4 1.3 0.1
O 3.0042 1.2793 -4.8210 -2.7 -2.8 0.4
C 3.3586 2.5788 -6.9093 1.7 -1.8 0.2
F 4.2301 1.8807 -7.7815 -0.8 0.5 0.9
F 2.1490 2.1804 -7.2672 -0.4 0.3 0.2
F 3.5447 3.8430 -7.1851 -0.3 0.9 -0.1
C 4.4863 3.2080 -3.3451 -0.6 -0.7 0.4
C 5.9551 3.6993 -3.2234 0.4 0.1 -2.6
H 6.7373 2.9209 -3.4117 -0.9 0.4 0.2
H 6.0798 4.4289 -4.0522 0.1 -0.3 0.3
H 6.2785 4.2730 -2.3640 -0.7 -0.2 0.6
H 4.4096 2.1544 -3.0773 0.1 0.0 0.3
H 3.8345 3.7613 -2.6787 0.1 0.1 0.2
H 4.7852 1.7725 -5.5264 0.5 0.3 -0.1
P 0.1124 4.9863 0.5416 2.5 -1.6 0.8
F -1.3322 4.3309 0.3605 -0.5 0.3 -0.6
F 0.7126 4.0948 -0.6569 0.1 0.1 -0.4
F -0.0250 6.1795 -0.4699 -0.9 0.6 0.2
F 1.5932 5.4917 1.0130 -0.1 0.6 -0.7
F -0.4938 5.7950 1.8065 -0.3 0.3 0.4
F 0.5073 3.6744 1.5140 -1.0 -0.2 0.9
P 4.5876 -3.0498 -1.5910 0.2 -2.0 -0.4
F 5.2500 -1.8484 -2.3847 -0.1 0.5 -0.1
F 3.0813 -2.3171 -1.7063 0.8 0.1 0.5
F 4.2626 -3.8260 -2.9477 0.1 0.1 -0.6
F 3.8748 -4.3086 -0.8060 -0.5 0.4 0.4
F 5.9879 -3.8197 -1.4610 0.5 -0.3 -0.6
F 4.9492 -2.4058 -0.1873 -1.1 1.4 1.0
```
Positions in Å, forces in eV/Å.

The value obtained for the HOMO energy is -7.6 eV. For the relative energy (zero: lowest compared OMol25 entry of this formula, charge and spin), the calculation gives 21.9 kJ/mol. The calculation puts the largest force on an atom at 4.43 eV/A. The total charge is -1.